ORCA calculation (ωB97M-V/def2-TZVPD) on a structure of composition C46H42BrN4P2S2Se3TeY.

The calculation puts the LUMO energy (spin up / spin down) at 2.0 / 1.8 eV. As for the energy above the lowest of the compared OMol25 structures with the same formula, charge and spin: 289.6 kJ/mol. For the total energy, the calculation gives -369012.1929 eV. The orbital gap (spin up / spin down) comes out at 5.842 / 5.814 eV. As for the total charge: -1. The multiplicity is 2.

Structure (XYZ):
```
102
Properties=species:S:1:pos:R:3:forces:R:3:lowdin_spin:R:1
Y 1.032390 -1.802810 -0.512425 -0.2536 -0.2012 0.1558 0.0219
C 3.981088 -1.764777 2.812765 -0.1927 -0.1599 0.0591 -0.0001
S 4.894277 -1.378196 1.333376 -0.0014 -0.0086 -0.2071 0.0003
C 3.663998 1.207017 1.734355 0.0170 -0.1309 -0.0377 0.0000
C 2.604587 1.556976 0.690093 -0.0131 0.1423 -0.0742 0.0005
C 1.254106 2.204177 1.067753 0.1101 0.2177 -0.0611 0.0048
N 0.027466 1.431460 1.109044 -0.0491 0.3262 0.0786 0.0128
P -0.629437 0.960217 -0.472650 0.5175 -0.2584 -0.4232 0.0208
C -0.778524 2.675747 -1.201351 -0.0922 0.2208 0.0835 0.0069
C -0.923889 2.703586 -2.584704 0.0280 0.0357 -0.1000 0.0003
C -1.166532 3.893451 -3.257480 0.0027 -0.0585 -0.0637 0.0002
C -1.272319 5.081967 -2.553231 -0.0224 0.0944 -0.0914 -0.0002
C -1.151563 5.071621 -1.171591 -0.0131 0.0773 0.0326 0.0003
C -0.914009 3.880637 -0.507614 0.0480 -0.1581 -0.0515 0.0004
C -2.431910 0.738314 -0.408018 -0.2317 -0.0083 0.1322 0.0081
C -2.956490 -0.390918 -1.031330 -0.0563 0.0328 0.0408 0.0107
C -4.326354 -0.598020 -1.047718 -0.0188 -0.0827 -0.0443 0.0025
C -5.179202 0.296603 -0.420229 -0.1036 0.0020 0.0285 0.0131
C -4.661932 1.421377 0.207969 -0.0014 0.0064 0.0021 -0.0004
C -3.296147 1.649554 0.196497 0.0547 -0.0270 -0.1236 0.0100
P -0.408822 0.248575 2.207946 -0.4701 0.3311 -0.5699 0.0919
C -1.861826 0.842121 3.100791 -0.0151 0.2521 0.1246 0.0091
C -2.190612 2.194252 3.129259 0.0090 -0.1229 0.1037 0.0013
C -3.299293 2.630463 3.834412 -0.0120 0.0878 0.0051 0.0002
C -4.085184 1.713908 4.515759 -0.1052 -0.0493 0.0723 0.0007
C -3.756509 0.366149 4.496719 -0.0290 -0.0505 0.0082 0.0004
C -2.643353 -0.075409 3.797849 -0.0511 0.0447 0.0056 0.0029
C 0.754565 0.189962 3.579945 0.0731 -0.1539 0.2416 0.0228
C 1.123217 1.329576 4.298537 -0.0435 -0.0405 -0.0042 0.0026
C 1.855612 1.204474 5.462516 0.0431 0.0609 0.0654 0.0013
C 2.183297 -0.058326 5.946377 0.0453 -0.0243 0.0593 -0.0009
C 1.777162 -1.190745 5.264138 0.0112 -0.0333 0.0279 0.0003
C 1.065989 -1.069331 4.077238 -0.0522 -0.0553 -0.0519 0.0009
H 4.214538 -2.805353 3.038513 0.0913 0.0109 0.0280 0.0002
H 2.917163 -1.750205 2.607561 -0.1021 0.0314 -0.0194 -0.0002
H 4.225155 -1.134763 3.663616 0.0544 0.0871 0.0368 0.0000
H 4.375040 1.978349 2.020901 -0.0174 0.0477 0.0271 0.0000
H 3.223141 0.752303 2.618745 0.0035 -0.0262 0.0243 0.0000
H 2.826429 0.190966 -0.902065 0.0825 0.0764 -0.0467 0.0001
H 3.059831 2.273185 -0.002227 -0.0124 -0.0309 -0.0084 0.0002
H 1.085284 2.987562 0.330876 0.0479 -0.0100 0.0450 0.0000
H 1.399752 2.736581 2.010786 0.0322 -0.0904 0.0453 0.0001
H -0.869224 1.776280 -3.147756 0.0468 -0.0191 0.0332 0.0001
H -1.275162 3.884120 -4.335343 -0.0069 0.0246 0.0061 0.0000
H -1.457375 6.012322 -3.076334 0.0004 -0.0124 0.0002 0.0000
H -1.252592 5.992901 -0.609676 0.0033 -0.0061 -0.0072 0.0001
H -0.842471 3.877615 0.571825 0.0042 0.0321 0.1015 0.0000
H -2.301525 -1.128842 -1.476770 0.0595 0.0165 -0.0026 0.0013
H -4.719831 -1.483107 -1.532982 -0.0121 0.0056 0.0052 -0.0003
H -6.247570 0.116031 -0.414478 0.0096 0.0033 -0.0090 0.0006
H -5.320073 2.126140 0.702001 -0.0076 -0.0074 -0.0013 -0.0003
H -2.903264 2.543962 0.658394 -0.0144 0.0073 -0.0217 0.0007
H -1.583670 2.899268 2.578082 0.0584 0.0646 -0.0286 0.0003
H -3.554838 3.683183 3.845137 -0.0022 -0.0015 0.0063 0.0000
H -4.958459 2.047403 5.063219 0.0077 0.0134 -0.0085 0.0001
H -4.370245 -0.354795 5.022002 -0.0257 0.0331 0.0126 0.0000
H -2.401958 -1.129979 3.764169 0.0336 -0.0012 -0.0105 0.0014
H 0.814640 2.312776 3.967375 -0.0071 0.0201 -0.0115 0.0000
H 2.155245 2.089900 6.009348 -0.0018 -0.0036 0.0037 0.0003
H 2.747303 -0.152359 6.866190 -0.0024 0.0021 0.0006 -0.0001
H 2.016792 -2.176840 5.641232 0.0129 0.0044 0.0028 0.0000
H 0.758880 -1.957227 3.530300 0.0156 0.0418 0.0068 0.0007
Se 1.106750 -3.817839 1.460846 0.6049 -0.2393 -0.0871 0.0330
Se 3.182759 -4.888550 0.848070 -0.3905 0.2320 -0.0271 0.0158
Te 3.040028 -4.572969 -1.649698 -0.0604 -0.1715 0.1299 -0.0008
Se 3.564577 -2.163015 -1.958428 -0.0196 0.0602 -0.1002 0.0015
Br 0.993661 -2.519456 -5.040037 0.0869 0.0933 -0.0588 0.0000
C 1.695818 -0.797444 -4.693047 -0.1469 0.0884 0.2119 0.0000
C 2.511305 -0.193699 -5.645104 -0.0766 -0.1333 0.0828 0.0000
C 3.012996 1.059100 -5.356930 0.0291 0.1129 0.0608 0.0000
C 2.681957 1.660500 -4.148373 0.0314 0.0293 -0.0314 0.0000
C 1.856931 0.970883 -3.281435 0.0819 -0.0554 -0.0589 -0.0001
N 1.367441 -0.242015 -3.540898 -0.0326 -0.0403 -0.0692 0.0000
H 2.741039 -0.707979 -6.565972 0.0046 0.0022 -0.0091 0.0000
H 3.655854 1.560969 -6.068451 0.0124 0.0143 0.0028 0.0000
H 3.043131 2.642858 -3.876125 0.0375 0.0043 -0.0531 0.0000
H 1.569810 1.401114 -2.325996 -0.0548 0.0219 -0.0507 -0.0001
N -6.952354 -6.697720 -4.811128 0.0713 0.0390 0.0236 0.0001
C -6.026790 -6.144616 -4.406507 -0.3875 -0.2232 -0.1498 0.0000
C -4.882999 -5.457023 -3.905477 0.2005 0.1018 0.0861 0.0002
C -4.250386 -4.497023 -4.697110 0.0254 -0.0364 0.0919 0.0000
C -3.142716 -3.833747 -4.210829 0.0489 0.0124 0.0352 0.0002
C -2.644663 -4.111619 -2.930862 -0.1211 -0.0396 0.0241 0.0000
C -3.291988 -5.077889 -2.145978 -0.0067 0.0299 -0.0422 0.0002
C -4.399191 -5.745616 -2.626752 0.0503 0.0692 -0.0436 0.0000
C -1.519283 -3.421880 -2.408857 0.1905 0.0169 0.0096 0.0000
C -0.568517 -2.860308 -1.890036 -0.1625 0.0594 -0.2317 -0.0006
H -4.631058 -4.277249 -5.685472 -0.0240 -0.0214 -0.0036 0.0000
H -2.640888 -3.087524 -4.811156 0.0092 0.0230 -0.0165 0.0000
H -2.907312 -5.278707 -1.155230 0.0035 -0.0017 -0.0009 -0.0001
H -4.894473 -6.488627 -2.016219 -0.0333 -0.0104 -0.0301 0.0000
S -1.723925 -2.324478 1.399911 0.1432 0.2318 -0.0608 0.4392
C -0.733467 -0.969017 1.078204 0.3750 -1.1066 0.4937 0.2570
C 6.495025 1.165116 0.304725 0.1303 0.0895 -0.0232 0.0000
C 5.172705 0.701843 -0.285515 -0.1198 -0.1590 -0.0412 0.0001
C 4.157244 0.147226 0.735215 -0.0063 0.1925 -0.0242 0.0002
N 2.741809 0.178332 0.114101 0.0653 0.1120 0.2731 0.0027
H 7.136030 1.557084 -0.487563 -0.0050 -0.0079 0.0043 0.0000
H 7.023697 0.351338 0.796294 -0.0160 -0.0255 -0.0030 0.0000
H 6.358903 1.963883 1.036285 -0.0260 0.0038 0.0117 0.0000
H 5.343659 -0.085511 -1.026050 0.0251 -0.0187 0.0327 0.0001
H 4.712099 1.530244 -0.830054 -0.0216 0.0282 0.0089 0.0000
```
Positions in Å, forces in eV/Å.

=====

ORCA calculation (ωB97M-V/def2-TZVPD) on the molecule CH4O2S.

The calculation puts the LUMO energy (spin up / spin down) at 0.9 / -2.8 eV. As for the energy above the lowest of the compared OMol25 structures with the same formula, charge and spin: 161.0 kJ/mol. For the total energy, the calculation gives -16026.0768 eV. The orbital gap (spin up / spin down) comes out at 6.130 / 8.705 eV. As for the total charge: 0. The multiplicity is 3.

Structure (XYZ):
```
8
Properties=species:S:1:pos:R:3:forces:R:3:nbo_charge:R:1
C -0.787139 -0.611258 -0.086573 -2.2210 1.3066 4.1190 -0.8417
O 0.441416 1.538945 -0.010857 -0.4910 1.8920 0.5368 -0.9239
O 1.809937 -0.714695 0.506055 0.3504 -1.0187 0.6979 -0.6836
S 0.917183 -0.016984 -0.449678 1.2367 -0.0059 -0.5297 1.2620
H -0.888691 -1.480136 0.578272 1.0397 0.1667 -0.1712 0.2522
H -1.064401 -0.901516 -0.996196 -1.3355 -1.3027 -3.7283 0.2059
H -1.654339 0.067584 0.294834 1.9511 -0.3749 -0.5136 0.2406
H 1.226035 2.118058 0.164140 -0.5303 -0.6633 -0.4109 0.4886
```
Positions in Å, forces in eV/Å.

=====

ORCA calculation (ωB97M-V/def2-TZVPD) on a structure of composition C3HCuO2.

The calculation puts the LUMO energy (spin up / spin down) at -7.0 / -7.0 eV. As for the energy above the lowest of the compared OMol25 structures with the same formula, charge and spin: 269.0 kJ/mol. For the total energy, the calculation gives -51847.7905 eV. The orbital gap (spin up / spin down) comes out at 6.499 / 5.784 eV. As for the total charge: +1. The multiplicity is 2.

Structure (XYZ):
```
7
Properties=species:S:1:pos:R:3:forces:R:3:nbo_charge:R:1
C 0.520932 -0.521745 2.979696 -1.5216 1.4390 2.2285 -0.2960
H 0.246810 -0.046091 3.916028 0.6296 -0.4168 -0.3688 0.2465
C 0.796096 -1.010636 1.903590 0.9060 -1.0335 -1.8751 0.0499
O 2.038360 -2.658507 -1.039150 0.9291 -0.5357 -0.3879 -0.3883
C 2.784055 -3.196509 -1.732490 -1.7103 0.9861 0.7258 1.0712
Cu 5.292191 -4.823866 -3.466666 -0.6086 0.3642 0.3169 0.9941
O 3.460937 -3.730044 -2.517581 1.3758 -0.8033 -0.6394 -0.6773
```
Positions in Å, forces in eV/Å.

=====

ORCA calculation (ωB97M-V/def2-TZVPD) on a structure of composition C7H13N4.

The calculation puts the LUMO energy at -3.1 eV. As for the energy above the lowest of the compared OMol25 structures with the same formula, charge and spin: 243.1 kJ/mol. For the total energy, the calculation gives -13422.1734 eV. The orbital gap comes out at 9.852 eV. As for the total charge: +1.

Structure (XYZ):
```
24
Properties=species:S:1:pos:R:3:forces:R:3:nbo_charge:R:1
C -0.587477 0.765132 -3.305852 1.5500 -1.8841 4.6180 -0.2784
C 0.509921 -0.177871 -3.170103 -1.0165 1.5419 0.3867 -0.0255
C -0.941789 1.012818 -1.942784 0.7526 -0.9169 -2.8155 -0.0812
C 0.014467 -1.409351 0.960441 1.3836 4.7459 -4.6143 0.5529
C -1.050930 1.151968 0.900927 -1.6904 -0.2798 0.9121 -0.6871
C 1.464085 0.854921 0.671228 -0.1400 -0.6933 -2.4951 -0.6604
C 0.060088 0.399074 0.243898 1.1064 -4.0910 1.6281 0.2815
N 0.784533 -0.409120 -1.894018 2.5938 -2.0131 -2.3121 -0.3010
N -0.050065 0.214352 -1.189389 -4.6896 4.3500 2.4618 -0.2087
N 0.616468 -2.265722 0.159088 -0.9938 -2.0848 2.2482 -0.7508
N -0.530445 -1.674724 2.086176 -0.1021 -2.9132 0.2474 -0.7388
H -1.096224 1.055548 -4.154318 -0.7158 0.7786 -1.5385 0.2436
H 1.196578 -0.557876 -3.879856 0.1267 -0.4318 -0.7690 0.2257
H -1.759258 1.683564 -1.629081 0.8356 -0.8187 0.2274 0.2445
H -0.656799 1.457241 1.904396 -0.5150 0.3197 -1.0020 0.2439
H -2.014960 0.558250 1.128855 1.5316 0.6184 -0.6689 0.2388
H -1.390057 1.984387 0.239530 0.5774 -0.2822 1.1291 0.2628
H 1.416014 1.910006 0.573860 0.3410 1.2343 -0.1875 0.2343
H 2.185619 0.449719 -0.080833 -0.4257 0.4103 0.7631 0.2519
H 1.809587 0.642738 1.648937 -0.1478 -0.5391 1.0632 0.2371
H 0.984273 -2.162121 -0.785412 -0.2632 1.0098 0.2363 0.4782
H 0.563410 -3.232027 0.520053 0.4291 0.4039 -0.6646 0.3900
H -0.991739 -1.030684 2.671444 -0.4797 0.8569 0.4532 0.4375
H -0.672107 -2.681089 2.248039 -0.0483 0.6783 0.6929 0.4093
```
Positions in Å, forces in eV/Å.